Entry 1:
Computed, not measured: C34H53BBaGeNO2S2Si3 as an isolated structure at a distorted geometry, with ωB97M-V/def2-TZVPD.

```
98
C34H53BBaGeNO2S2Si3 ωB97M-V/def2-TZVPD
Ba 15.008 3.136 21.388
C 15.653 7.197 25.611
C 15.604 5.958 24.787
S 16.291 5.998 23.295
C 14.907 4.843 25.330
C 14.238 5.025 26.684
S 14.746 3.326 24.684
H 16.239 7.959 25.132
H 16.037 7.038 26.608
H 14.628 7.553 25.727
H 14.915 5.350 27.454
H 13.777 4.069 27.034
H 13.449 5.823 26.601
C 11.515 -0.840 21.447
C 12.303 -1.954 21.682
C 13.666 -1.796 21.943
C 14.171 -0.478 22.029
N 13.369 0.548 21.860
C 12.072 0.399 21.508
C 15.599 -0.254 22.402
C 16.173 -1.078 23.319
C 17.570 -1.080 23.515
C 18.244 -0.035 22.958
C 17.601 0.978 22.264
C 16.250 0.837 21.848
H 10.487 -1.064 21.294
H 11.908 -2.973 21.524
H 14.405 -2.575 21.978
H 11.556 1.339 21.324
H 15.608 -1.804 23.871
H 18.085 -1.798 24.158
H 19.359 -0.034 23.111
H 18.077 1.941 21.983
C 15.186 6.893 12.450
C 15.181 5.352 12.344
C 16.181 5.005 11.247
C 13.765 4.895 11.941
C 15.575 4.646 13.677
C 15.744 3.264 13.699
C 15.724 2.539 14.875
C 15.627 3.249 16.035
O 15.480 2.825 17.299
B 15.355 3.954 18.182
O 15.510 5.125 17.283
C 15.664 4.640 16.008
C 15.611 5.353 14.845
H 15.167 7.363 11.469
H 16.045 7.274 12.999
H 14.387 7.225 13.021
H 15.902 5.432 10.254
H 16.325 3.878 11.174
H 17.210 5.341 11.565
H 13.327 5.435 11.013
H 13.135 5.076 12.774
H 13.775 3.811 11.675
H 15.829 2.779 12.789
H 15.691 1.481 14.889
H 15.388 6.391 14.946
C 10.192 8.039 19.802
Si 11.747 6.961 20.053
C 12.685 7.824 21.441
C 12.797 7.127 18.514
Ge 11.562 4.632 20.475
Si 10.410 3.897 18.529
C 8.959 4.988 17.935
C 9.723 2.183 18.847
C 11.637 3.628 17.048
Si 10.021 4.458 22.236
C 10.824 5.123 23.853
C 9.618 2.636 22.607
C 8.390 5.431 22.037
H 10.475 9.117 19.701
H 9.366 7.986 20.469
H 9.801 7.816 18.773
H 12.684 8.868 21.231
H 13.753 7.551 21.597
H 12.245 7.816 22.437
H 12.950 8.210 18.297
H 12.392 6.717 17.580
H 13.746 6.658 18.680
H 8.216 5.169 18.752
H 8.491 4.519 17.050
H 9.313 5.955 17.598
H 9.153 2.081 19.746
H 10.623 1.509 18.909
H 9.098 1.834 17.984
H 12.266 4.511 16.895
H 11.038 3.293 16.175
H 12.366 2.809 17.251
H 10.202 5.870 24.340
H 11.803 5.502 23.660
H 10.912 4.306 24.619
H 10.523 2.190 22.909
H 9.072 2.128 21.798
H 8.976 2.598 23.480
H 8.694 6.460 21.909
H 7.753 5.341 22.933
H 7.742 5.128 21.169
```

Summary:
Electronic energy = -5324.83004 a.u.
Lowest unoccupied orbital energy (spin up / spin down) = 3.9 / 3.9 eV
⟨S²⟩ = 0.7621
Charge = -2
HOMO-LUMO gap (spin up / spin down) = 5.1996 / 5.1981 eV
Multiplicity = 2

Atomic partial charges in e from the Löwdin method, atoms 1 to 4:
1. Ba 1.224
2. C -0.173
3. C -0.910
4. S 0.533

=====

Entry 2:
Computed, not measured: a 3-piece molecular cluster, C34H53F17N5O7S2 overall at a distorted geometry, with ωB97M-V/def2-TZVPD.

```
118
C34H53F17N5O7S2 ωB97M-V/def2-TZVPD
C 0.073 2.589 3.465
C -0.909 2.404 2.265
C -0.307 3.101 1.014
N -0.970 2.664 -0.215
C -0.546 1.367 -0.695
C -1.789 0.427 -0.910
C -2.849 1.086 -1.825
C -4.235 1.168 -1.159
O -4.645 0.309 -0.523
O -4.986 2.308 -1.411
C -4.414 3.434 -0.812
C -4.360 4.763 -1.540
O -3.961 3.304 0.250
N -1.251 -0.875 -1.378
C -2.177 -1.988 -1.344
C -1.440 -3.358 -1.477
F -3.238 -1.899 -2.239
C -0.469 -0.796 -2.493
N -0.752 -1.318 -3.642
S 0.242 -1.185 -5.067
N 0.755 -0.041 -2.394
S 1.709 -0.958 -1.267
C 0.435 1.370 -1.915
C 1.783 2.004 -1.424
C 1.838 3.566 -1.505
C 2.932 4.117 -2.490
C 2.493 5.507 -3.012
C 2.308 6.546 -1.845
O 0.987 7.061 -1.770
C 0.209 6.527 -0.709
C -0.345 7.643 0.208
C -0.132 2.104 -3.169
C 0.871 2.286 -4.319
O 1.867 1.677 -4.468
N 0.472 3.287 -5.310
C -0.222 2.501 -6.375
C 1.697 3.816 -5.969
H -0.157 1.908 4.292
H 0.053 3.645 3.768
H 1.090 2.348 3.107
H -1.904 2.798 2.497
H -0.917 1.319 2.053
H 0.788 2.954 1.025
H -0.469 4.184 1.148
H -0.966 3.373 -0.936
H 0.007 0.898 0.137
H -2.202 0.283 0.099
H -2.590 2.112 -2.128
H -2.930 0.513 -2.765
H -5.106 4.873 -2.334
H -4.435 5.536 -0.765
H -3.357 4.877 -1.989
H -2.619 -2.000 -0.337
H -1.648 -3.790 -2.465
H -1.759 -4.014 -0.659
H -0.352 -3.229 -1.379
H -1.627 -1.830 -3.751
H -0.642 -0.523 -5.872
H 1.026 -1.008 -0.084
H 2.619 1.631 -2.035
H 1.996 1.735 -0.381
H 2.145 3.941 -0.516
H 0.880 4.054 -1.724
H 3.184 3.396 -3.278
H 3.843 4.240 -1.877
H 3.217 5.865 -3.759
H 1.511 5.477 -3.522
H 2.956 7.400 -2.112
H 2.697 6.156 -0.891
H -0.668 6.017 -1.171
H 0.726 5.747 -0.130
H -1.322 7.976 -0.169
H -0.473 7.316 1.250
H 0.323 8.515 0.196
H -0.510 3.109 -2.933
H -0.998 1.567 -3.603
H -0.280 3.145 -7.261
H -1.240 2.245 -6.041
H 0.367 1.605 -6.650
H 2.486 4.042 -5.247
H 2.096 3.100 -6.711
H 1.401 4.709 -6.538
C 4.572 -5.048 1.293
C 4.344 -6.227 2.252
C 2.959 -6.868 2.206
F 1.988 -5.981 2.531
F 2.887 -7.880 3.102
F 4.654 -5.843 3.509
F 5.244 -7.191 1.914
O 4.425 -3.745 1.845
C 3.157 -3.206 1.918
C 2.702 -2.983 3.361
F 2.711 -4.134 4.056
F 1.430 -2.509 3.371
F 2.285 -3.959 1.214
F 3.210 -2.002 1.291
H 5.621 -5.097 1.003
H 4.017 -5.161 0.361
H 2.745 -7.280 1.216
H 3.353 -2.265 3.865
C -0.740 -6.433 4.716
C -0.574 -5.909 6.151
C -0.876 -6.903 7.271
F -2.154 -7.335 7.229
F -0.697 -6.303 8.473
F -1.307 -4.782 6.298
F 0.731 -5.535 6.285
O -1.965 -6.129 4.062
C -3.051 -6.958 4.290
C -4.193 -6.231 5.003
F -3.786 -5.726 6.185
F -5.203 -7.095 5.256
F -2.665 -8.069 4.946
F -3.491 -7.362 3.075
H 0.013 -5.916 4.122
H -0.486 -7.491 4.630
H -0.207 -7.768 7.220
H -4.572 -5.412 4.387
```

Summary:
Electronic energy = -4621.57268 a.u.
Lowest unoccupied orbital energy = -3.8 eV
Charge = +1
HOMO-LUMO gap = 7.9345 eV

Atomic partial charges in e from the Löwdin method, atoms 1 to 4:
1. C -0.098
2. C -0.215
3. C -0.221
4. N 0.020

=====

Entry 3:
Computed, not measured: C34H54Cl2N6O2RbSi3 as an isolated structure at a distorted geometry, with ωB97M-V/def2-TZVPD.

```
102
C34H54Cl2N6O2RbSi3 ωB97M-V/def2-TZVPD
Rb 0.311 -0.071 0.421
C -0.400 -4.878 1.516
C -1.064 -3.544 1.315
N -1.062 -2.593 2.150
C -0.390 -2.704 3.435
C -0.703 -1.448 4.244
N -0.356 -0.293 3.439
C -0.788 1.000 3.963
C -0.610 2.100 2.923
N -1.574 1.985 1.841
C -1.597 3.107 0.914
C -1.628 1.887 -1.390
N -1.826 0.478 -1.166
C -2.666 -0.236 -1.774
C -3.689 0.209 -2.778
C -2.634 -1.701 -1.405
C -3.312 -2.665 -2.149
C -3.198 -3.995 -1.777
C -2.436 -4.326 -0.669
C -1.824 -3.295 0.038
N -1.912 -2.027 -0.337
H 0.539 -4.753 2.056
H -0.185 -5.366 0.567
H -1.036 -5.542 2.109
H 0.691 -2.778 3.277
H -0.714 -3.599 3.977
H -0.123 -1.442 5.171
H -1.770 -1.453 4.519
H -0.819 -0.460 2.553
H -0.176 1.231 4.839
H -1.842 0.979 4.278
H 0.449 2.093 2.597
H -0.774 3.072 3.396
H -1.491 1.114 1.338
H -0.585 3.433 0.636
H -2.066 3.958 1.421
H 0.048 2.877 -1.540
H -1.907 2.186 -2.408
H -3.729 1.293 -2.854
H -4.679 -0.132 -2.464
H -3.486 -0.213 -3.765
H -3.907 -2.379 -3.005
H -3.704 -4.765 -2.345
H -2.337 -5.354 -0.348
C 0.628 -1.787 -3.292
O 1.204 -1.144 -2.192
Si 2.757 -1.470 -1.570
C 2.530 -3.185 -0.788
C 3.890 -1.772 -3.054
C 3.204 -0.168 -0.452
Si 4.113 -0.522 1.065
C 3.271 -1.738 2.262
C 4.370 0.998 2.169
C 5.855 -1.226 0.786
Si 3.456 1.482 -1.177
C 5.282 1.943 -1.433
C 2.690 1.710 -2.894
C 2.744 2.914 -0.137
H 1.256 -1.709 -4.188
H -0.333 -1.312 -3.512
H 0.443 -2.853 -3.099
H 2.165 -3.882 -1.549
H 1.797 -3.161 0.023
H 3.458 -3.596 -0.383
H 3.606 -2.647 -3.648
H 4.899 -1.944 -2.668
H 3.940 -0.912 -3.723
H 2.303 -1.341 2.588
H 3.886 -1.844 3.162
H 3.114 -2.734 1.845
H 3.417 1.457 2.445
H 4.981 1.770 1.698
H 4.875 0.693 3.091
H 5.810 -2.176 0.244
H 6.390 -1.401 1.725
H 6.441 -0.534 0.177
H 5.760 1.219 -2.098
H 5.843 1.949 -0.496
H 5.381 2.935 -1.885
H 3.242 1.175 -3.670
H 2.733 2.775 -3.148
H 1.650 1.386 -2.927
H 3.478 3.294 0.576
H 1.858 2.631 0.437
H 2.453 3.753 -0.778
Cl -0.965 4.968 -1.682
C -2.480 4.215 -1.124
C -3.602 4.963 -1.239
C -4.851 4.519 -0.801
Cl -6.271 5.492 -1.131
C -4.980 3.210 -0.309
C -6.214 2.600 0.012
C -6.253 1.325 0.529
C -5.060 0.642 0.730
N -3.889 1.180 0.409
C -3.819 2.395 -0.118
C -2.385 2.881 -0.406
O -0.212 1.988 -1.259
H -3.524 5.940 -1.702
H -7.127 3.159 -0.144
H -7.200 0.861 0.781
H -5.042 -0.354 1.162
```

Summary:
Electronic energy = -3620.10598 a.u.
Lowest unoccupied orbital energy = 1.7 eV
Charge = -1
HOMO-LUMO gap = 4.6862 eV

Atomic partial charges in e from the Löwdin method, atoms 1 to 4:
1. Rb 0.928
2. C -0.024
3. C -0.286
4. N 0.086

=====

Entry 4:
Computed, not measured: a 9-piece molecular cluster, C34H54O27 overall at a distorted geometry, with ωB97M-V/def2-TZVPD.

```
115
C34H54O27 ωB97M-V/def2-TZVPD
C 12.321 16.847 14.099
C 12.510 18.401 13.916
C 13.194 18.939 15.118
O 14.531 19.170 14.648
C 14.590 19.111 13.347
O 15.593 19.358 12.686
O 13.398 18.685 12.852
H 11.903 16.435 13.199
H 11.602 16.713 14.887
H 13.260 16.371 14.462
H 11.539 18.873 13.786
H 13.269 18.189 15.867
H 12.735 19.893 15.449
C 4.979 18.253 12.957
C 4.294 17.494 14.068
C 4.677 17.827 15.553
O 3.429 18.067 16.143
C 2.486 18.228 15.310
O 1.341 18.575 15.681
O 2.843 17.846 14.166
H 5.984 18.443 13.218
H 4.482 19.232 12.849
H 4.950 17.691 11.990
H 4.470 16.417 13.949
H 5.413 18.609 15.783
H 5.215 16.944 15.942
C 5.429 21.091 16.910
C 4.796 21.449 15.617
C 3.415 22.144 15.758
O 3.719 23.515 15.528
C 4.900 23.643 15.001
O 5.386 24.752 14.698
O 5.572 22.483 14.986
H 4.793 20.349 17.358
H 5.515 21.932 17.633
H 6.450 20.681 16.826
H 4.685 20.582 15.053
H 2.989 21.901 16.736
H 2.686 21.940 14.984
C 7.696 21.307 13.350
C 9.017 21.641 12.724
C 9.341 23.113 12.583
O 10.657 23.221 13.051
C 11.017 22.134 13.763
O 11.961 21.991 14.537
O 10.045 21.244 13.591
H 7.491 20.228 13.272
H 6.896 21.770 12.796
H 7.649 21.645 14.339
H 9.155 21.147 11.729
H 8.746 23.736 13.248
H 9.355 23.464 11.504
C 6.486 20.120 10.336
C 7.278 18.871 10.259
C 8.206 18.933 9.067
O 9.507 18.586 9.588
C 9.433 18.503 10.891
O 10.413 18.301 11.540
O 8.204 18.652 11.322
H 5.686 19.929 11.073
H 6.110 20.351 9.349
H 7.238 20.933 10.584
H 6.600 18.014 10.255
H 8.285 19.909 8.577
H 7.898 18.216 8.324
C 14.955 21.266 10.246
C 13.606 21.599 10.978
C 13.111 23.005 10.889
O 11.769 22.923 10.519
C 11.511 21.656 10.182
O 10.459 21.161 9.809
O 12.555 20.919 10.328
H 14.882 21.583 9.174
H 15.223 20.233 10.311
H 15.775 21.847 10.645
H 13.630 21.277 12.016
H 13.707 23.579 10.111
H 13.222 23.596 11.804
C 2.737 25.228 12.512
C 2.919 24.076 11.505
C 4.196 23.245 11.596
O 3.700 21.940 11.798
C 2.441 21.926 11.899
O 1.846 20.934 12.190
O 1.926 23.093 11.786
H 3.627 25.831 12.407
H 2.830 24.784 13.528
H 1.773 25.759 12.470
H 2.770 24.474 10.480
H 4.941 23.478 12.392
H 4.757 23.201 10.680
C 6.951 25.321 11.439
O 6.976 24.092 10.704
C 7.465 24.042 9.469
O 7.882 25.149 8.765
O 7.514 22.806 8.971
C 7.994 22.630 7.661
H 6.609 26.193 10.887
H 7.943 25.648 11.723
H 6.468 25.275 12.395
H 7.643 21.670 7.357
H 9.091 22.647 7.597
H 7.740 23.438 6.980
C 9.703 19.486 16.521
O 9.815 18.633 15.453
C 8.705 17.946 15.004
O 7.476 18.014 15.681
O 8.946 17.206 13.936
C 7.911 16.357 13.469
H 9.024 20.327 16.284
H 10.693 19.918 16.682
H 9.365 19.005 17.452
H 8.195 15.347 13.081
H 7.433 16.780 12.605
H 7.109 16.080 14.155
```

Summary:
SMILES = C[C@H]1COC(=O)O1.C[C@H]1COC(=O)O1.C[C@H]1COC(=O)O1.C[C@H]1COC(=O)O1.C[C@H]1COC(=O)O1.C[C@H]1COC(=O)O1.C[C@H]1COC(=O)O1.COC(=O)OC.COC(=O)OC
Electronic energy = -3359.40438 a.u.
Lowest unoccupied orbital energy = 0.1 eV
HOMO-LUMO gap = 10.4209 eV

Atomic partial charges in e from the Löwdin method, atoms 1 to 4:
1. C 0.005
2. C -0.321
3. C -0.089
4. O 0.101